[1]
C6H15N3O2 | wB97M-V/def2-TZVPD

ORCA input file:
```
! RIJCOSX wB97M-V def2-TZVPD def2/J DEFGRID3
* xyz 0 1
C 2.16 3.70 2.41
C -0.77 -3.87 1.44
C -1.61 -1.03 -2.02
C -0.59 -2.35 1.33
C -1.12 -2.11 -1.06
C 1.59 3.55 -0.17
N 2.66 3.54 -0.94
N 0.46 3.86 -0.79
N -1.37 -1.69 0.31
O 3.28 3.54 2.21
O 1.09 3.89 2.75
H -1.81 -4.12 1.64
H -0.47 -4.36 0.51
H -0.16 -4.25 2.24
H -1.12 -0.08 -1.78
H -1.37 -1.29 -3.05
H -2.68 -0.90 -1.93
H 0.46 -2.13 1.12
H -0.85 -1.88 2.28
H -0.04 -2.23 -1.17
H -1.59 -3.07 -1.32
H 3.56 3.32 -0.53
H 2.65 3.74 -1.94
H -0.40 3.89 -0.27
H 0.40 4.06 -1.79
H -2.36 -1.77 0.51
*
```

## Properties
Highest occupied orbital energy in eV: -8.53
Relative energy (zero: lowest compared OMol25 entry of this formula, charge and spin) in kcal per mole: 7.99
HOMO-LUMO gap in eV: 9.418
Max |F| in hartree/bohr: 0.0320

***

[2]
C7H14N2O4 | wB97M-V/def2-TZVPD

ORCA input file:
```
! RIJCOSX wB97M-V def2-TZVPD def2/J DEFGRID3
* xyz 2 1
C 2.75 -3.03 -0.92
C 1.43 -2.74 -0.97
C 1.94 -3.89 0.94
C -1.04 -1.30 1.10
C -4.48 4.22 -1.06
C -1.20 -2.64 0.30
C 3.17 6.17 -0.12
N 3.05 -3.70 0.23
N 0.91 -3.40 0.32
O -2.02 -0.40 0.85
O -3.24 4.16 -1.35
O -0.36 -3.60 0.72
O 2.01 6.12 -0.48
H 3.53 -2.60 -1.49
H 0.81 -2.16 -1.62
H 1.70 -4.67 1.68
H -0.11 -0.65 0.80
H -0.87 -1.55 2.23
H -5.15 3.60 -1.59
H -4.86 4.83 -0.27
H -1.30 -2.38 -0.75
H -2.19 -3.00 0.56
H 3.52 5.70 0.90
H 3.88 6.71 -0.75
H 3.88 -4.09 0.61
H -2.95 -0.74 0.98
H -2.79 5.03 -0.86
*
```

## Properties
Highest occupied orbital energy in eV: -13.80
Relative energy (zero: lowest compared OMol25 entry of this formula, charge and spin) in kcal per mole: 10.87
HOMO-LUMO gap in eV: 4.765
Max |F| in hartree/bohr: 0.0945

***

[3]
C7H12NO | wB97M-V/def2-TZVPD

ORCA input file:
```
! RIJCOSX wB97M-V def2-TZVPD def2/J DEFGRID3
* xyz -1 1
C 0.05 0.07 -1.81
C -1.04 0.14 -1.06
C -0.85 -0.25 0.35
C 0.73 -0.26 0.51
C -2.51 0.43 -1.47
C 1.15 -1.39 1.48
C 1.28 1.11 0.98
N 1.29 -0.60 -0.83
O 2.52 -0.21 -0.98
H 0.35 0.54 -2.82
H -1.22 0.41 1.08
H -1.41 -1.13 0.64
H -2.99 -0.50 -1.18
H -2.56 0.68 -2.52
H -2.65 1.32 -0.90
H 2.09 -1.51 1.15
H 0.44 -2.24 1.49
H 1.19 -1.01 2.50
H 2.26 1.18 0.62
H 1.21 1.28 2.09
H 0.66 1.93 0.68
*
```

## Properties
Highest occupied orbital energy in eV: -1.13
SMILES string: CC1=CN([O-])C(C)(C)C1
Relative energy (zero: lowest compared OMol25 entry of this formula, charge and spin) in kcal per mole: 52.93
HOMO-LUMO gap in eV: 4.920
Max |F| in hartree/bohr: 0.0841

***

[4]
C16H20NO3P | wB97M-V/def2-TZVPD

ORCA input file:
```
! RIJCOSX wB97M-V def2-TZVPD def2/J DEFGRID3
* xyz 0 1
C 1.19 -3.27 -0.76
C 1.91 -2.04 -0.31
C 2.96 -2.14 0.59
C 3.63 -1.01 1.03
C 3.25 0.24 0.58
C 2.19 0.34 -0.31
C 1.52 -0.78 -0.78
C 0.39 -0.66 -1.76
H -0.53 -1.06 -1.33
H 0.23 0.38 -2.02
H 0.61 -1.22 -2.66
O 1.79 1.60 -0.77
P 1.26 2.72 0.25
O 1.92 2.82 1.55
N 1.39 4.06 -0.72
H 1.41 4.91 -0.19
H 0.75 4.10 -1.50
O -0.35 2.46 0.28
C -0.91 1.27 0.69
C -0.26 0.45 1.61
C -0.83 -0.75 1.96
C -2.05 -1.13 1.42
C -2.71 -0.31 0.51
C -2.14 0.91 0.14
C -2.82 1.80 -0.85
H -2.25 2.71 -1.00
H -2.94 1.30 -1.81
H -3.82 2.07 -0.49
C -4.02 -0.74 -0.07
H -4.31 -1.71 0.31
H -3.96 -0.79 -1.16
H -4.80 -0.02 0.18
H -2.49 -2.08 1.70
H -0.33 -1.40 2.67
H 0.68 0.77 2.03
H 3.74 1.14 0.91
H 4.45 -1.10 1.72
H 3.26 -3.11 0.96
H 1.61 -4.16 -0.29
H 0.13 -3.21 -0.49
H 1.25 -3.38 -1.84
*
```

## Properties
Highest occupied orbital energy in eV: -8.55
SMILES string: Cc1cccc(OP(N)(=O)Oc2cccc(C)c2C)c1C
Relative energy (zero: lowest compared OMol25 entry of this formula, charge and spin) in kcal per mole: 0.00
HOMO-LUMO gap in eV: 9.262
Max |F| in hartree/bohr: 0.0184

***

[5]
C42H49AuN4 | wB97M-V/def2-TZVPD

ORCA input file:
```
! RIJCOSX wB97M-V def2-TZVPD def2/J DEFGRID3
* xyz 0 1
Au 0.05 -0.02 -0.10
C -4.85 -0.74 -4.01
C -4.99 0.01 -2.68
C -3.68 0.54 -2.19
C -3.19 1.80 -2.29
C -3.85 3.01 -2.87
C -4.58 3.84 -1.80
C -1.88 1.78 -1.66
C -1.06 2.88 -1.48
C 0.19 2.89 -0.89
C 1.04 4.05 -0.80
C 0.70 5.41 -1.32
C 1.03 5.56 -2.81
C 2.20 3.64 -0.21
C 2.05 2.23 0.07
C 3.03 1.45 0.66
C 2.96 0.10 0.92
N 1.89 -0.68 0.65
C 2.13 -1.91 1.16
C 1.23 -2.96 1.16
C -0.04 -2.95 0.61
N -0.66 -1.90 0.01
C -1.87 -2.32 -0.43
C -2.80 -1.57 -1.13
C -2.67 -0.25 -1.51
N -1.60 0.53 -1.24
C -2.05 -3.71 -0.08
C -0.91 -4.10 0.56
C -0.61 -5.45 1.14
C -0.95 -5.54 2.63
C -3.24 -4.55 -0.43
C -3.19 -5.05 -1.88
C 3.46 -1.94 1.74
C 3.97 -0.69 1.59
C 5.32 -0.18 1.99
C 6.28 -0.09 0.79
C 4.09 -3.15 2.34
C 4.62 -4.12 1.28
N 0.83 1.81 -0.35
C 3.43 4.44 0.05
C 4.53 4.19 -0.99
H -5.81 -1.13 -4.35
H -4.16 -1.58 -3.91
H -4.45 -0.08 -4.78
H -5.43 -0.66 -1.93
H -5.69 0.84 -2.80
H -4.57 2.69 -3.63
H -3.11 3.63 -3.37
H -5.35 3.24 -1.31
H -5.06 4.71 -2.25
H -3.89 4.18 -1.04
H -1.43 3.83 -1.85
H 1.24 6.16 -0.75
H -0.36 5.61 -1.16
H 2.09 5.41 -2.99
H 0.76 6.55 -3.17
H 0.49 4.82 -3.40
H 3.95 1.96 0.95
H 1.55 -3.88 1.62
H -3.73 -2.07 -1.38
H 0.45 -5.68 0.99
H -1.17 -6.21 0.59
H -0.38 -4.81 3.20
H -0.72 -6.53 3.02
H -2.01 -5.34 2.79
H -4.15 -3.98 -0.27
H -3.28 -5.40 0.25
H -3.17 -4.22 -2.58
H -4.05 -5.68 -2.11
H -2.28 -5.64 -2.05
H 5.75 -0.84 2.75
H 5.22 0.81 2.45
H 6.40 -1.07 0.33
H 7.27 0.26 1.11
H 5.90 0.59 0.03
H 3.37 -3.66 2.99
H 4.92 -2.84 2.99
H 3.82 -4.45 0.62
H 5.08 -5.00 1.74
H 5.38 -3.63 0.66
H 3.82 4.22 1.04
H 3.17 5.50 0.04
H 4.84 3.14 -0.99
H 5.41 4.80 -0.79
H 4.17 4.43 -2.00
C -2.03 1.26 4.54
C -0.65 1.25 4.36
C -0.10 0.91 3.13
C -0.90 0.57 2.03
C -2.28 0.59 2.24
C -2.85 0.93 3.47
H -2.46 1.52 5.50
H 0.00 1.51 5.20
H 0.98 0.91 3.03
H -2.96 0.34 1.42
H -3.93 0.93 3.59
*
```

## Properties
Highest occupied orbital energy (spin up / spin down) in eV: -5.84 / -5.79
HOMO-LUMO gap (spin up / spin down) in eV: 4.832 / 4.785
Max |F| in hartree/bohr: 0.0059

***

[6]
C35H43F5NO5SSiSn | wB97M-V/def2-TZVPD

ORCA input file:
```
! RIJCOSX wB97M-V def2-TZVPD def2/J DEFGRID3
* xyz 1 1
Sn 0.85 -1.04 -1.19
C -2.68 3.37 -0.99
C -2.09 4.20 -2.13
C -3.18 4.43 -3.18
C -1.64 5.55 -1.55
C -0.90 3.52 -2.78
C -0.23 4.15 -3.85
C 0.87 3.60 -4.48
C 1.32 2.36 -4.02
S 2.66 1.39 -4.56
C 2.29 0.21 -3.39
N 1.25 0.51 -2.65
C 0.67 1.72 -2.97
C -0.44 2.29 -2.34
C 3.01 -1.05 -3.15
C 4.07 -1.46 -3.94
C 4.69 -2.67 -3.70
C 4.24 -3.49 -2.67
C 3.17 -3.08 -1.87
C 2.56 -1.86 -2.10
H -3.53 3.90 -0.56
H -1.95 3.20 -0.19
H -3.04 2.40 -1.35
H -4.05 4.91 -2.72
H -3.51 3.49 -3.62
H -2.84 5.08 -3.99
H -2.48 6.06 -1.08
H -1.25 6.22 -2.33
H -0.86 5.42 -0.80
H -0.58 5.11 -4.20
H 1.36 4.11 -5.30
H -0.90 1.76 -1.52
H 4.42 -0.83 -4.76
H 5.51 -2.99 -4.31
H 4.71 -4.44 -2.49
H 2.83 -3.73 -1.08
C 1.44 1.60 4.34
C 1.79 1.80 2.88
C 0.83 2.78 2.21
C 3.23 2.25 2.71
O 1.71 0.51 2.20
Si 0.43 -0.28 1.61
O 0.06 0.19 0.07
O -0.80 -0.19 2.62
C -2.22 -0.49 2.62
C -2.47 -1.43 3.79
C -2.64 -1.13 1.31
C -2.94 0.84 2.83
O 0.97 -1.81 1.17
C 1.72 -2.74 2.05
C 1.32 -4.14 1.66
C 3.20 -2.47 1.84
C 1.32 -2.47 3.50
H 1.53 2.55 4.88
H 2.13 0.89 4.80
H 0.43 1.23 4.46
H 0.91 3.76 2.67
H -0.21 2.44 2.32
H 1.06 2.87 1.15
H 3.39 3.21 3.22
H 3.47 2.37 1.66
H 3.91 1.51 3.15
H -2.00 -2.40 3.61
H -3.55 -1.60 3.91
H -2.08 -1.01 4.71
H -2.09 -2.07 1.16
H -2.46 -0.46 0.47
H -3.70 -1.37 1.34
H -2.61 1.31 3.76
H -4.01 0.69 2.88
H -2.72 1.51 2.00
H 1.54 -4.35 0.61
H 0.25 -4.30 1.82
H 1.87 -4.86 2.27
H 3.50 -2.67 0.81
H 3.79 -3.13 2.49
H 3.44 -1.44 2.09
H 0.25 -2.58 3.64
H 1.62 -1.47 3.82
H 1.82 -3.20 4.14
F -4.37 -5.39 -0.42
C -3.49 -4.49 -0.84
C -3.92 -3.27 -1.33
F -5.21 -2.99 -1.36
C -3.00 -2.33 -1.77
F -3.43 -1.14 -2.20
C -1.63 -2.59 -1.74
O -0.74 -1.69 -2.17
C -1.23 -3.83 -1.25
F 0.09 -4.08 -1.21
C -2.13 -4.77 -0.80
F -1.70 -5.94 -0.33
*
```

## Properties
Highest occupied orbital energy in eV: -11.45
HOMO-LUMO gap in eV: 7.866
Max |F| in hartree/bohr: 0.0065

***

[7]
C46H38IIrN3OP2 | wB97M-V/def2-TZVPD

ORCA input file:
```
! RIJCOSX wB97M-V def2-TZVPD def2/J DEFGRID3
* xyz 4 2
Ir 0.39 0.48 -0.55
N 1.72 2.13 -0.29
C 1.11 3.47 -0.09
C 1.93 4.58 -0.10
C 1.36 5.82 0.16
C 0.00 5.93 0.44
C -0.81 4.81 0.44
C -0.25 3.56 0.17
P -1.24 2.08 -0.03
C -2.26 2.35 -1.48
C -3.56 2.84 -1.35
C -4.28 3.18 -2.49
C -3.72 3.04 -3.74
C -2.42 2.55 -3.88
C -1.70 2.21 -2.76
C -2.24 1.78 1.40
C -3.43 1.06 1.29
C -4.22 0.84 2.40
C -3.81 1.34 3.64
C -2.62 2.05 3.76
C -1.82 2.26 2.65
H 2.41 2.21 -1.03
H 2.26 1.92 0.55
H 2.99 4.50 -0.29
H 1.98 6.71 0.15
H -0.43 6.90 0.65
H -1.87 4.90 0.64
H -4.01 2.97 -0.38
H -5.28 3.58 -2.38
H -4.28 3.33 -4.62
H -1.99 2.45 -4.87
H -0.67 1.87 -2.87
H -3.77 0.69 0.32
H -5.14 0.29 2.32
H -4.43 1.19 4.51
H -2.32 2.45 4.72
H -0.89 2.82 2.75
I 4.39 -0.23 -0.71
C 4.85 -0.36 1.34
C 6.11 -0.14 1.80
C 6.32 -0.18 3.19
C 5.28 -0.41 4.04
C 3.96 -0.65 3.55
C 2.89 -0.89 4.44
C 1.62 -1.12 3.98
C 1.38 -1.13 2.59
C 2.40 -0.90 1.69
P 2.15 -1.32 -0.05
C 2.53 -3.06 -0.22
C 1.88 -3.93 0.66
C 2.09 -5.30 0.55
C 2.98 -5.79 -0.41
C 3.63 -4.91 -1.27
C 3.40 -3.55 -1.21
C 1.41 -1.05 -1.87
C 0.67 -2.16 -2.32
C 0.27 -2.22 -3.64
C 0.52 -1.15 -4.51
C 1.22 -0.03 -4.07
C 1.68 0.01 -2.75
C 3.72 -0.63 2.15
H 6.94 0.05 1.13
H 7.32 -0.01 3.58
H 5.44 -0.43 5.11
H 3.09 -0.91 5.50
H 0.81 -1.31 4.67
H 0.39 -1.37 2.26
H 1.22 -3.56 1.44
H 1.58 -5.98 1.22
H 3.17 -6.85 -0.47
H 4.33 -5.30 -2.01
H 3.90 -2.90 -1.91
H 0.45 -3.00 -1.67
H -0.24 -3.10 -4.01
H 0.19 -1.20 -5.54
H 1.45 0.78 -4.74
H 2.36 0.81 -2.49
N -5.57 -3.64 -1.14
C -5.07 -2.77 -0.25
O -5.64 -2.35 0.74
C -3.68 -2.22 -0.47
C -3.24 -1.65 -1.66
C -2.04 -0.96 -1.67
N -1.27 -0.82 -0.58
C -1.70 -1.39 0.57
C -2.87 -2.10 0.66
H -6.50 -4.01 -0.98
H -5.04 -3.99 -1.92
H -3.84 -1.67 -2.55
H -1.69 -0.48 -2.57
H -1.11 -1.20 1.45
H -3.21 -2.50 1.61
*
```

## Properties
Highest occupied orbital energy (spin up / spin down) in eV: -18.68 / -18.68
Relative energy (zero: lowest compared OMol25 entry of this formula, charge and spin) in kcal per mole: 0.00
HOMO-LUMO gap (spin up / spin down) in eV: 5.763 / 5.539
Max |F| in hartree/bohr: 0.0371
Expectation value of S²: 0.7572

***

[8]
C49H41IrP2SiTe | wB97M-V/def2-TZVPD

ORCA input file:
```
! RIJCOSX wB97M-V def2-TZVPD def2/J DEFGRID3
* xyz 2 1
Ir -0.20 -0.03 0.58
C 3.39 -0.18 0.20
Si 1.77 -0.02 -0.67
C 1.61 -1.57 -1.73
C 2.68 -1.93 -2.56
C 2.65 -3.11 -3.29
C 1.57 -3.97 -3.19
C 0.50 -3.64 -2.36
C 0.54 -2.46 -1.63
P -0.90 -1.89 -0.71
C -0.77 -2.16 1.09
C 0.18 -2.89 1.81
C -0.04 -3.18 3.15
C -1.18 -2.70 3.80
C -2.11 -1.91 3.12
C -1.92 -1.67 1.77
C -2.24 -3.05 -1.07
C -2.42 -4.20 -0.30
C -3.41 -5.10 -0.66
C -4.24 -4.85 -1.74
C -4.07 -3.70 -2.50
C -3.08 -2.79 -2.16
C 1.84 1.61 -1.59
C 2.97 2.02 -2.31
C 3.03 3.29 -2.86
C 1.96 4.18 -2.70
C 0.84 3.79 -1.99
C 0.80 2.51 -1.43
P -0.67 1.83 -0.61
C -1.35 3.13 0.43
C -2.69 3.08 0.81
C -3.19 4.01 1.72
C -2.35 4.99 2.24
C -1.02 5.04 1.87
C -0.51 4.10 0.97
C -1.81 1.62 -2.01
C -2.66 2.67 -2.35
C -3.43 2.61 -3.50
C -3.34 1.51 -4.34
C -2.48 0.47 -4.03
C -1.72 0.52 -2.87
H 4.15 -0.34 -0.57
H 3.43 -1.03 0.88
H 3.64 0.73 0.75
H 3.54 -1.29 -2.66
H 3.47 -3.36 -3.95
H 1.54 -4.90 -3.75
H -0.34 -4.32 -2.29
H 1.06 -3.27 1.30
H 0.67 -3.79 3.70
H -1.34 -2.93 4.84
H -2.99 -1.54 3.63
H -2.71 -1.19 1.19
H -1.79 -4.41 0.54
H -3.54 -6.01 -0.08
H -5.02 -5.55 -2.00
H -4.72 -3.50 -3.34
H -2.95 -1.89 -2.75
H 3.82 1.36 -2.44
H 3.91 3.60 -3.41
H 2.01 5.17 -3.12
H 0.01 4.48 -1.87
H -3.35 2.33 0.40
H -4.23 3.98 2.00
H -2.75 5.72 2.93
H -0.37 5.80 2.27
H 0.53 4.15 0.67
H -2.72 3.55 -1.72
H -4.09 3.43 -3.75
H -3.94 1.47 -5.24
H -2.39 -0.38 -4.70
H -1.02 -0.28 -2.66
Te 0.44 1.37 2.74
C 0.17 0.43 4.60
C -0.65 1.17 5.45
C -0.81 0.76 6.77
C -0.14 -0.36 7.24
C 0.68 -1.09 6.39
C 0.83 -0.70 5.07
C 2.51 1.71 2.91
C 3.38 0.73 3.36
C 4.73 1.03 3.51
C 5.19 2.30 3.20
C 4.32 3.27 2.74
C 2.96 2.98 2.61
H -1.16 2.05 5.10
H -1.45 1.33 7.43
H -0.25 -0.66 8.27
H 1.21 -1.96 6.76
H 1.47 -1.28 4.41
H 3.03 -0.27 3.60
H 5.41 0.27 3.87
H 6.25 2.53 3.31
H 4.68 4.27 2.51
H 2.28 3.76 2.29
*
```

## Properties
Highest occupied orbital energy in eV: -13.56
Relative energy (zero: lowest compared OMol25 entry of this formula, charge and spin) in kcal per mole: 9.09
HOMO-LUMO gap in eV: 7.239
Max |F| in hartree/bohr: 0.0311

***

Please write out number 3 again, unchanged.
C7H12NO | wB97M-V/def2-TZVPD

ORCA input file:
```
! RIJCOSX wB97M-V def2-TZVPD def2/J DEFGRID3
* xyz -1 1
C 0.05 0.07 -1.81
C -1.04 0.14 -1.06
C -0.85 -0.25 0.35
C 0.73 -0.26 0.51
C -2.51 0.43 -1.47
C 1.15 -1.39 1.48
C 1.28 1.11 0.98
N 1.29 -0.60 -0.83
O 2.52 -0.21 -0.98
H 0.35 0.54 -2.82
H -1.22 0.41 1.08
H -1.41 -1.13 0.64
H -2.99 -0.50 -1.18
H -2.56 0.68 -2.52
H -2.65 1.32 -0.90
H 2.09 -1.51 1.15
H 0.44 -2.24 1.49
H 1.19 -1.01 2.50
H 2.26 1.18 0.62
H 1.21 1.28 2.09
H 0.66 1.93 0.68
*
```

## Properties
Highest occupied orbital energy in eV: -1.13
SMILES string: CC1=CN([O-])C(C)(C)C1
Relative energy (zero: lowest compared OMol25 entry of this formula, charge and spin) in kcal per mole: 52.93
HOMO-LUMO gap in eV: 4.920
Max |F| in hartree/bohr: 0.0841